<one>
Entry from the OMol25 dataset: a 19-piece molecular cluster, H38O19 overall (ωB97M-V/def2-TZVPD).

```
! RIJCOSX wB97M-V def2-TZVPD def2/J DEFGRID3
* xyz 0 1
O -4.371 -2.326 -1.087
O -1.223 2.287 4.015
O 1.832 -3.396 -2.139
O -0.049 3.435 0.828
O -0.683 -3.439 0.292
O 3.166 0.425 -1.221
O 0.387 -0.139 0.593
O -3.335 0.296 0.712
O -3.419 3.739 -0.212
O 3.439 2.571 0.946
O 0.827 -1.886 2.885
O -0.123 -2.178 -3.539
O 2.237 4.411 -0.732
O 1.419 1.585 2.601
O 3.425 -2.009 0.514
O -1.557 -1.703 3.631
O -1.307 0.988 -2.924
O -1.971 -1.575 -1.682
O 2.167 -0.863 -4.520
H -0.574 3.640 0.003
H 2.211 0.658 -1.377
H 1.755 0.014 -4.587
H -3.926 2.773 -0.080
H 1.578 1.276 3.552
H -2.072 1.926 4.237
H 0.609 0.299 1.536
H 3.495 1.390 -1.209
H -1.542 0.368 -3.621
H -3.606 -1.880 -1.180
H 0.915 -2.147 3.818
H -1.349 -2.682 3.864
H 0.728 2.180 3.012
H -0.857 0.769 -2.143
H -0.094 -1.828 2.534
H 3.621 2.789 1.903
H -0.464 -0.349 0.995
H 1.633 3.944 -0.193
H -1.384 -2.679 -0.060
H 1.670 -4.318 -2.182
H 2.497 -2.123 0.828
H -0.854 3.322 1.401
H 1.876 -3.325 -1.012
H -2.468 -2.077 -2.393
H 0.056 -3.441 -0.430
H 0.627 -2.547 -3.073
H -2.897 3.657 -0.990
H 3.016 -0.929 -3.971
H -4.894 -1.653 -0.650
H -2.536 -1.748 3.423
H 2.776 1.898 0.881
H 0.618 -1.675 -4.075
H 3.022 4.130 -0.329
H -2.856 -0.337 0.380
H -2.892 1.176 0.514
H -0.447 1.856 4.024
H -1.193 -1.221 -2.149
H 3.342 -1.330 -0.163
*
```

Calculated values
LUMO: -0.46 eV
HOMO: -10.80 eV
Kohn-Sham gap: 10.3 eV

The molecule's Löwdin atomic charges, reported in e, are given here: 0.00 0.02 -0.09 -0.08 -0.16 -0.09 -0.11 0.01 -0.10 -0.07 -0.10 -0.12 -0.03 -0.08 -0.07 -0.12 -0.03 -0.11 -0.08 0.07 0.06 0.06 0.13 0.11 0.06 0.07 0.08 0.05 -0.11 0.05 0.11 0.05 -0.01 0.00 0.09 -0.01 -0.05 0.09 0.03 0.02 0.05 0.16 0.11 0.04 -0.04 0.00 0.11 0.04 0.08 0.00 0.06 -0.03 -0.10 0.06 -0.06 0.01 -0.02

***

<two>
Entry from the OMol25 dataset: a 19-piece molecular cluster, H38O19 overall (ωB97M-V/def2-TZVPD).

```
! RIJCOSX wB97M-V def2-TZVPD def2/J DEFGRID3
* xyz 0 1
O 0.677 -1.986 4.778
O -3.371 -3.193 0.560
O 2.930 -0.649 2.298
O 0.720 3.274 1.192
O 3.677 2.564 -0.253
O -2.861 3.447 2.364
O -3.476 -1.397 -3.417
O -2.418 -0.189 3.814
O -0.867 -3.823 -0.330
O -2.759 -0.649 1.324
O 2.763 1.793 -2.674
O -1.319 1.913 -1.876
O 3.538 -0.212 -0.102
O -1.632 -1.057 -1.839
O 2.070 -0.484 -2.276
O 0.480 0.743 -4.354
O 0.040 -2.831 -3.508
O 3.761 1.396 3.439
O -0.886 1.219 0.610
H -1.085 -2.904 -0.600
H 3.870 -0.722 -0.831
H -0.998 -4.032 0.623
H -3.062 -3.422 -0.320
H -1.249 2.110 -0.955
H -3.286 -0.539 4.192
H 0.092 -2.166 4.002
H 2.973 -1.658 2.274
H 4.148 3.123 0.471
H -2.972 -0.415 2.340
H -0.588 0.555 0.036
H 2.551 -0.014 -0.341
H -2.214 2.254 -2.010
H 1.375 -1.042 -2.241
H 1.790 -0.031 -3.151
H -3.190 -0.418 -3.625
H 0.715 1.544 -3.890
H -2.129 -1.658 -2.262
H 1.321 -1.353 4.569
H 2.973 1.648 3.942
H -3.115 -1.569 1.443
H -2.281 -0.619 -1.313
H 0.067 2.697 0.599
H 3.214 2.954 -0.874
H 0.220 -1.949 -3.183
H 3.320 -0.328 1.449
H -2.772 2.642 2.877
H -0.280 1.144 -4.840
H 1.239 2.545 1.543
H 3.163 1.280 -1.858
H -1.735 -0.466 4.381
H 3.442 1.090 2.659
H -2.655 -1.895 -3.801
H -2.080 4.031 2.641
H 3.314 2.644 -2.874
H 0.071 -3.474 -2.828
H -1.232 0.973 1.423
H -4.004 -2.439 0.582
*
```

Calculated values
LUMO: -0.42 eV
HOMO: -10.36 eV
Kohn-Sham gap: 9.9 eV

The molecule's Löwdin atomic charges, reported in e, are given here: -0.04 -0.07 -0.13 -0.12 -0.04 -0.08 -0.12 -0.03 -0.08 -0.14 -0.14 -0.04 -0.08 -0.02 -0.05 -0.06 -0.01 -0.03 -0.01 0.01 0.05 0.06 0.03 -0.02 0.12 0.06 0.09 0.13 0.05 0.03 0.11 0.06 -0.04 0.08 0.11 0.01 -0.08 -0.01 0.05 0.00 0.03 0.05 -0.08 -0.01 -0.02 0.00 0.07 0.00 0.07 0.03 -0.08 0.10 0.08 0.11 0.01 0.02 0.06

***

Q: What are the energies relative to the best structure? A: <one> 0.165; <two> 0.000, in eV.